Entry 1:
Here is an isolated molecule of C7H13N3O4 from OMol25. Energies are from wB97M-V/def2-TZVPD.

Each line ends with the Löwdin charge.
Cartesian coordinates (Å):
C  2.45  1.70  1.21  -0.011
C  2.02  0.79  0.10  -0.300
N  0.63  0.94  -0.31  0.096
C  0.19  0.05  -1.33  -0.351
O  0.97  -0.35  -2.23  0.047
C  -1.38  -0.23  -1.46  -0.317
N  -1.79  -1.54  -0.99  0.008
C  -2.22  0.84  -0.70  -0.080
C  -2.81  0.46  0.70  -0.567
N  -2.01  -0.25  1.46  0.140
O  -3.97  0.78  1.01  0.028
C  2.33  -0.60  0.60  -0.382
O  1.58  -1.53  0.92  0.088
O  3.73  -0.86  0.66  0.082
H  2.49  2.73  0.87  0.094
H  1.67  1.64  1.94  0.092
H  3.35  1.35  1.58  0.061
H  2.63  0.90  -0.80  0.157
H  -0.14  1.14  0.38  0.123
H  -1.55  -0.14  -2.56  0.144
H  -0.94  -2.22  -1.20  0.148
H  -2.67  -1.73  -1.57  0.129
H  -3.05  1.36  -1.31  0.139
H  -1.61  1.80  -0.51  0.129
H  -2.23  -0.43  2.47  0.142
H  -1.61  -1.05  0.97  0.082
H  3.84  -1.72  1.00  0.077

The value obtained for the HOMO energy is -9.6 eV. As for the total energy: -20130.12678 eV.


Entry 2:
Here is a structure of composition C16H28N4O8P2V3 from OMol25. Energies are from wB97M-V/def2-TZVPD.

Each line ends with the Löwdin spin population.
Cartesian coordinates (Å):
V  2.46  -0.45  -3.59  2.867
V  -0.75  -0.93  -3.34  2.880
V  1.36  -2.29  -1.14  2.862
P  1.22  -2.90  -3.94  0.044
O  0.84  -1.56  -4.56  0.061
O  0.05  -2.87  -2.97  0.126
O  2.44  -2.52  -3.04  0.167
O  1.43  -4.10  -4.88  0.739
P  0.79  0.56  -1.32  0.049
O  1.38  -0.41  -0.19  0.041
O  0.94  -0.64  -2.20  0.021
O  1.83  1.16  -2.38  0.042
O  -0.69  0.46  -1.75  0.034
C  -0.14  -2.32  4.79  0.000
C  0.64  -1.99  3.50  0.000
C  0.68  -0.54  3.07  0.000
C  1.19  0.37  4.13  0.000
N  1.57  1.03  4.97  0.000
H  -0.08  -3.36  5.11  0.000
H  -1.21  -2.08  4.83  0.000
H  0.18  -1.57  5.53  0.000
H  0.16  -2.52  2.68  0.000
H  1.64  -2.42  3.59  0.000
H  -0.31  -0.16  2.86  0.000
H  1.25  -0.22  2.19  0.000
C  6.58  2.16  0.87  0.000
C  5.33  1.38  1.32  0.000
C  4.21  1.31  0.20  0.001
C  4.42  0.45  -0.93  0.005
N  4.56  -0.21  -1.87  0.014
H  7.42  2.13  1.57  0.000
H  6.41  3.18  0.53  0.000
H  7.08  1.71  0.02  0.000
H  5.02  1.94  2.20  0.000
H  5.59  0.39  1.68  0.000
H  3.95  2.23  -0.32  0.000
H  3.25  1.08  0.68  0.001
C  -3.14  -2.32  2.32  0.000
C  -3.58  -1.19  1.33  0.001
C  -2.95  -1.34  -0.10  0.004
C  -1.75  -2.16  -0.12  0.014
N  -0.77  -2.84  -0.17  0.020
H  -3.50  -3.34  2.14  0.000
H  -3.59  -2.03  3.27  0.000
H  -2.07  -2.30  2.52  0.000
H  -3.23  -0.24  1.74  0.000
H  -4.67  -1.14  1.27  0.000
H  -2.67  -0.37  -0.52  0.001
H  -3.58  -1.96  -0.74  0.001
C  -4.68  3.87  -3.46  0.000
C  -3.29  3.45  -2.94  0.000
C  -3.49  2.56  -1.63  0.000
C  -4.12  1.28  -1.89  0.001
N  -4.72  0.29  -2.08  0.002
H  -4.66  4.47  -4.37  0.000
H  -5.03  4.42  -2.58  0.000
H  -5.31  2.99  -3.56  0.000
H  -2.62  4.26  -2.63  0.000
H  -2.66  2.88  -3.63  0.000
H  -4.10  2.97  -0.82  0.000
H  -2.52  2.29  -1.23  0.000

The spin multiplicity is 11. The value obtained for the HOMO energy (spin up / spin down) is -11.6 / -13.0 eV. As for the total energy: -135020.82301 eV. The total charge is +1.


Entry 3:
Here is a cluster of 3 separate species, C11H15Cl3N2O8S2 in total from OMol25. Energies are from wB97M-V/def2-TZVPD.

Each line ends with the Löwdin charge.
Cartesian coordinates (Å):
C  7.11  -0.32  0.36  -0.168
C  5.58  -0.36  0.77  -0.700
Cl  5.57  -0.23  2.59  0.628
C  5.01  -1.74  0.32  -0.601
Cl  5.60  -2.21  -1.33  0.688
C  3.41  -1.80  0.30  -0.316
C  2.84  -2.21  -1.06  -0.300
N  2.47  -2.72  -1.99  0.179
C  2.71  -0.48  0.73  -0.590
Cl  0.97  -0.94  1.10  0.654
C  2.62  0.54  -0.39  -0.256
N  2.94  1.34  -1.12  0.195
H  7.70  0.28  1.09  0.065
H  7.51  -1.36  0.43  0.069
H  7.23  0.03  -0.68  0.074
H  5.13  0.52  0.28  0.095
H  5.34  -2.48  1.07  0.110
H  3.10  -2.57  1.03  0.140
H  3.09  -0.04  1.66  0.078
O  -4.80  -0.82  -0.13  -0.229
S  -3.93  -1.87  -0.55  0.622
O  -4.06  -3.20  -0.07  -0.205
O  -2.41  -1.38  -0.32  -0.204
C  -1.70  -1.42  -1.56  -0.179
C  -2.75  -1.19  -2.62  -0.162
O  -3.90  -1.91  -2.16  -0.183
H  -1.24  -2.41  -1.66  0.136
H  -0.93  -0.66  -1.58  0.124
H  -2.44  -1.56  -3.60  0.139
H  -3.02  -0.14  -2.70  0.132
O  -5.90  4.93  2.42  -0.220
S  -4.79  4.39  1.73  0.615
O  -3.54  5.07  1.64  -0.221
O  -5.27  3.99  0.24  -0.190
C  -5.03  2.59  0.02  -0.173
C  -5.12  1.95  1.39  -0.174
O  -4.52  2.90  2.28  -0.188
H  -4.03  2.48  -0.40  0.132
H  -5.76  2.19  -0.68  0.135
H  -4.61  1.00  1.44  0.111
H  -6.16  1.82  1.69  0.138

The value obtained for the HOMO energy is -11.1 eV. As for the total energy: -90244.88629 eV.


| no. | strongest force on any atom (eV/A) |
| --- | --- |
| 1 | 4.5 |
| 2 | 12.8 |
| 3 | 5.4 |